ORCA calculation (ωB97M-V with the def2-TZVPD basis set) on C15H12BrN3O2 in the gas phase at a distorted geometry.

```
33
Properties=species:S:1:pos:R:3:nbo_charge:R:1
C -2.2104 -3.4171 -0.3756 -0.624
C -2.3253 -1.9247 -0.3457 -0.012
C -2.5084 -1.1981 -1.5152 -0.202
C -2.5776 0.1824 -1.4986 -0.256
C -2.4617 0.8743 -0.3017 0.329
O -2.5567 2.2467 -0.2043 -0.506
C -1.6325 2.9875 -0.9597 -0.117
C -0.2343 2.6389 -0.5727 0.489
N 0.2212 1.4523 -0.3308 -0.467
C 1.5195 1.6816 0.0221 0.284
C 2.4402 0.6290 0.4196 0.129
C 3.7360 0.9512 0.8259 -0.208
C 4.5748 -0.0793 1.2108 -0.172
C 4.0949 -1.3801 1.1773 -0.247
C 2.7884 -1.5883 0.7548 0.040
N 1.9797 -0.6166 0.3845 -0.379
N 1.8323 2.9523 -0.0233 -0.139
O 0.6964 3.5876 -0.4069 -0.265
C -2.2831 0.1424 0.8671 -0.107
Br -2.1054 1.0922 2.4933 0.061
C -2.2198 -1.2357 0.8551 -0.227
H -1.1668 -3.7006 -0.5125 0.221
H -2.7845 -3.8341 -1.1995 0.216
H -2.5593 -3.8533 0.5571 0.216
H -2.5962 -1.7190 -2.4572 0.211
H -2.7246 0.7275 -2.4188 0.213
H -1.8238 4.0395 -0.7357 0.226
H -1.7597 2.8185 -2.0396 0.198
H 4.0491 1.9824 0.8336 0.236
H 5.5850 0.1272 1.5335 0.220
H 4.7163 -2.2116 1.4717 0.221
H 2.3671 -2.5842 0.7106 0.193
H -2.0708 -1.7708 1.7808 0.224
```

Output
- energy above the lowest of the compared OMol25 structures with the same formula, charge and spin (kcal per mole) = 3.2
- M (g mol⁻¹) = 346.18
- SMILES = Cc1ccc(OCc2nc(-c3ccccn3)no2)c(Br)c1
- frontier orbital gap (eV) = 8.88

***

ORCA calculation (ωB97M-V with the def2-TZVPD basis set) on C15H12BrN5S2 in the gas phase at a distorted geometry.

```
35
Properties=species:S:1:pos:R:3:nbo_charge:R:1
C 1.4977 1.2775 4.5938 -0.644
C 0.7342 0.0069 4.4888 0.176
C -0.0984 -0.5284 5.4030 -0.417
S -0.8523 -2.0182 4.8934 0.403
C -0.0166 -1.8948 3.3973 0.179
N 0.0338 -2.6031 2.2997 -0.460
C 0.8987 -1.9371 1.4884 0.058
C 1.1624 -2.3423 0.1006 -0.508
S -0.1981 -1.8691 -1.0597 0.244
C -0.5603 -0.2308 -0.5980 0.163
N -0.6055 0.2614 0.6107 -0.317
N -0.9111 1.5638 0.5178 -0.273
C -1.0542 1.8541 -0.7373 0.148
N -0.8477 0.7526 -1.5169 -0.384
C -0.9062 0.6765 -2.9174 0.131
C -0.3628 1.7077 -3.6761 -0.179
C -0.4214 1.6434 -5.0556 -0.212
C -1.0128 0.5568 -5.6789 -0.209
C -1.5522 -0.4672 -4.9191 -0.193
C -1.5074 -0.4114 -3.5377 -0.213
C 1.3795 -0.8139 2.1289 0.049
Br 2.6211 0.4413 1.5230 0.094
N 0.7889 -0.7826 3.3600 -0.374
H 1.2023 1.9556 3.7934 0.241
H 2.5687 1.0956 4.5078 0.231
H 1.2946 1.7491 5.5506 0.229
H -0.3332 -0.1301 6.3685 0.241
H 1.2013 -3.4256 0.0024 0.251
H 2.0752 -1.8854 -0.2817 0.237
H -1.3242 2.8154 -1.1215 0.208
H 0.1125 2.5439 -3.1852 0.215
H 0.0019 2.4430 -5.6444 0.218
H -1.0527 0.5093 -6.7564 0.218
H -2.0162 -1.3140 -5.4008 0.220
H -1.9395 -1.1999 -2.9413 0.230
```

Output
- M (g mol⁻¹) = 406.33
- SMILES = Cc1csc2nc(CSc3nncn3-c3ccccc3)c(Br)n12
- frontier orbital gap (eV) = 8.26

***

ORCA calculation (ωB97M-V with the def2-TZVPD basis set) on a molecular structure, C15H12Cl4F6NO2PdSb at a distorted geometry.

```
42
Properties=species:S:1:pos:R:3:nbo_charge:R:1
Pd 0.0806 0.7621 0.1352 0.854
C -2.0871 1.2942 2.3033 -0.428
N -1.4149 0.1801 1.6274 -0.419
C -2.4272 -0.6722 0.9882 -0.421
C -0.5793 -0.6012 2.5595 -0.252
C 0.2951 -1.4823 1.7290 -0.127
C 0.7250 -2.7479 2.1014 -0.200
C 1.5611 -3.4773 1.2627 -0.239
C 1.9586 -2.9402 0.0458 -0.207
C 1.5206 -1.6764 -0.3430 -0.292
C 0.6919 -0.9558 0.5006 0.039
H -2.8265 0.9072 3.0175 0.169
H -2.5978 1.9073 1.5627 0.212
H -1.3631 1.9060 2.8287 0.255
H -3.1238 -1.0450 1.7520 0.168
H -1.9567 -1.5111 0.4848 0.227
H -2.9686 -0.0963 0.2438 0.228
H -1.1928 -1.1679 3.2755 0.179
H 0.0306 0.1082 3.1236 0.242
H 0.4064 -3.1654 3.0507 0.202
H 1.8985 -4.4628 1.5585 0.204
H 2.6144 -3.5027 -0.6077 0.207
H 1.8356 -1.2572 -1.2895 0.224
Cl -1.1137 -1.6523 -6.4305 0.033
C -0.5029 -0.8178 -5.0469 -0.089
C 0.7921 -0.1962 -5.1243 -0.080
Cl 1.6637 -0.2775 -6.6105 0.037
C 1.3283 0.4424 -4.0438 -0.169
Cl 2.8871 1.1710 -4.0963 0.042
C 0.6263 0.5185 -2.7895 0.396
O 1.1535 1.0445 -1.7781 -0.644
C -0.7457 -0.0440 -2.7336 0.321
O -1.4122 0.0995 -1.7005 -0.609
C -1.2328 -0.7500 -3.9012 -0.132
Cl -2.7906 -1.4720 -3.7592 0.030
F -0.0998 3.1128 1.0277 -0.714
Sb 1.2079 3.6815 2.3124 3.188
F 2.2869 4.2648 0.8923 -0.680
F 1.9494 1.9534 2.2199 -0.689
F 2.5002 4.2125 3.5694 -0.685
F 0.0718 3.0568 3.6917 -0.697
F 0.3498 5.3489 2.3905 -0.684
```

Output
- energy above the lowest of the compared OMol25 structures with the same formula, charge and spin (kcal per mole) = 0.0
- net charge = -1
- <S²> = 0.770
- spin multiplicity = 2
- M (g mol⁻¹) = 722.25
- frontier orbital gap (spin up / spin down) (eV) = 7.50 / 6.53

***

ORCA calculation (ωB97M-V with the def2-TZVPD basis set) on a gas-phase ion, C15H12F4NO6S4 (charge -1) at a distorted geometry.

```
42
Properties=species:S:1:pos:R:3:nbo_charge:R:1
C -1.3577 -1.2369 -0.1585 -0.438
N -0.8130 -1.0255 1.1513 -1.012
S 1.1814 -0.4406 1.0154 0.347
C 1.6191 -2.1921 1.5251 0.874
F 2.9353 -2.1276 1.8706 -0.340
F 0.9319 -2.6561 2.5919 -0.304
F 1.4608 -3.0723 0.5110 -0.333
S -1.6576 -0.0906 2.1693 2.332
C -3.1317 -1.0885 2.1180 -0.322
C -4.3395 -0.5189 1.6820 -0.215
C -5.4330 -1.3519 1.4790 -0.224
C -5.3562 -2.7149 1.7799 -0.233
C -4.1642 -3.2456 2.3130 -0.244
C -3.0604 -2.4258 2.4920 -0.143
O -1.0705 -0.2081 3.4735 -0.971
O -1.9874 1.2072 1.6520 -0.981
H -0.6370 -1.8065 -0.7562 0.191
H -2.2660 -1.8298 -0.0469 0.177
H -1.5631 -0.3076 -0.6971 0.199
H -4.3803 0.5471 1.4704 0.240
H -6.3631 -0.9323 1.0735 0.202
H -6.2091 -3.3687 1.6060 0.201
H -4.1064 -4.3034 2.5793 0.204
H -2.1218 -2.8179 2.9075 0.234
F 3.2557 -1.0162 -0.5513 -0.339
C 2.3672 -0.0073 -0.3436 -0.301
S 1.5002 0.4195 -1.9297 2.092
O 1.6493 -0.6500 -2.8839 -0.900
O 0.2095 0.9540 -1.5328 -0.890
C 2.4568 1.8457 -2.4544 -0.213
C 3.3017 2.3990 -1.5098 -0.318
C 4.0262 3.5595 -1.7878 -0.176
C 3.8595 4.1650 -3.0356 -0.201
C 2.9737 3.6348 -3.9814 -0.199
C 2.2590 2.4681 -3.6872 -0.208
S 3.3369 1.5671 0.1022 2.086
O 2.4701 2.2768 1.0224 -0.885
O 4.7108 1.2202 0.4016 -0.903
H 4.6996 3.9572 -1.0236 0.236
H 4.4226 5.0733 -3.2683 0.218
H 2.8288 4.1205 -4.9498 0.220
H 1.5623 2.0201 -4.3891 0.236
```

Output
- net charge = -1
- M (g mol⁻¹) = 506.52
- frontier orbital gap (eV) = 5.67

***

ORCA calculation (ωB97M-V with the def2-TZVPD basis set) on a molecular structure, C15H12IN2O6PdS2Se.

```
40
Properties=species:S:1:pos:R:3:nbo_charge:R:1
Pd 0.4718 1.1276 -1.4690 1.279
O 1.5463 2.0625 0.0796 -0.947
S 1.8945 0.8607 0.9179 2.390
O 3.0733 1.0479 1.6902 -0.899
O 1.8888 -0.2808 -0.0230 -1.026
C 0.5393 0.6112 2.0614 -0.379
C 0.8939 0.8342 3.3829 -0.165
C -0.0261 0.6868 4.4143 -0.174
C -1.3173 0.3024 4.1277 -0.180
C -1.6911 0.0762 2.8083 -0.188
C -0.7862 0.2265 1.7676 -0.276
S -1.5265 -0.0239 0.1597 2.386
O -0.6652 -0.9355 -0.6367 -1.029
O -2.8622 -0.4642 0.3651 -0.897
O -1.4312 1.2954 -0.5577 -0.965
H 1.9115 1.1209 3.6028 0.263
H 0.2803 0.8710 5.4347 0.237
H -2.0445 0.1782 4.9181 0.237
H -2.7041 -0.2182 2.5788 0.262
I -1.5564 6.5912 -3.2393 0.260
C -0.3994 4.9028 -3.1469 -0.309
C 0.8783 4.7311 -3.6335 -0.011
N 1.2479 3.4749 -3.3463 -0.310
N 0.2614 2.8033 -2.7241 -0.372
C -0.7387 3.6711 -2.5809 -0.010
H 1.5351 5.4045 -4.1579 0.252
H 2.1187 3.0226 -3.5672 0.428
H -1.6442 3.3733 -2.0770 0.256
Se 0.8448 -2.8181 0.1993 0.924
C 1.3968 -3.1792 -1.5247 -0.364
C 1.0684 -2.4381 -2.6730 -0.120
C 1.5328 -2.8802 -3.8961 -0.208
C 2.3185 -4.0252 -3.9952 -0.132
C 2.6525 -4.7524 -2.8616 -0.202
C 2.1920 -4.3383 -1.6277 -0.173
H 0.4547 -1.5454 -2.6578 0.220
H 1.2761 -2.3279 -4.7900 0.231
H 2.6687 -4.3511 -4.9656 0.236
H 3.2628 -5.6413 -2.9365 0.242
H 2.4405 -4.9059 -0.7396 0.235
```

Output
- net charge = +1
- <S²> = 6.026
- spin multiplicity = 5
- M (g mol⁻¹) = 692.69
- frontier orbital gap (spin up / spin down) (eV) = 8.89 / 5.67

***

ORCA calculation (ωB97M-V with the def2-TZVPD basis set) on a molecular structure, C15H12N2NiO5 at a distorted geometry.

```
35
Properties=species:S:1:pos:R:3:nbo_charge:R:1
O 4.8067 1.9370 0.1443 -0.354
C 3.8510 1.7561 -0.5342 0.471
Ni 2.8738 2.8435 -1.8924 0.622
O 5.2642 -1.5294 -4.7594 -0.448
C 4.6736 -1.4078 -3.8157 0.452
C 2.2371 4.0451 -0.7185 0.437
O 1.6842 5.0143 -0.4147 -0.345
C 2.3420 3.6054 -3.5540 0.471
O 1.7503 3.7558 -4.5160 -0.313
C -2.2638 -2.2572 0.4405 -0.449
N -0.9406 -1.8197 0.1241 -0.035
N -0.4588 -0.6435 0.5475 -0.113
C 0.7260 -0.3690 -0.1337 0.582
O 1.3720 0.6729 0.0101 -0.498
C 0.8992 -1.4806 -1.0472 -0.282
C -0.1783 -2.3213 -0.8991 0.244
C -0.5689 -3.5475 -1.6610 -0.697
C -1.0361 0.2022 1.5330 0.081
C -1.5894 -0.3977 2.6691 -0.200
C -2.1196 0.4269 3.6563 -0.175
C -2.3386 1.7953 3.4175 -0.137
C -1.8928 2.3435 2.2054 -0.187
C -1.1454 1.5883 1.3036 -0.186
H -2.5024 -3.0781 -0.2272 0.259
H -3.0162 -1.4767 0.2980 0.262
H -2.3780 -2.6373 1.4594 0.251
H 1.7595 -1.5601 -1.6996 0.269
H -0.5959 -4.4749 -1.0662 0.272
H -1.5471 -3.5169 -2.1862 0.266
H 0.1695 -3.7270 -2.4620 0.273
H -1.6437 -1.4898 2.7308 0.226
H -2.4310 -0.0416 4.5766 0.249
H -2.8865 2.3929 4.1502 0.256
H -2.1544 3.3492 1.9189 0.244
H -0.7216 2.0478 0.4015 0.233
```

Output
- energy above the lowest of the compared OMol25 structures with the same formula, charge and spin (kcal per mole) = 5.5
- net charge = +2
- <S²> = 2.035
- spin multiplicity = 3
- M (g mol⁻¹) = 358.96
- frontier orbital gap (spin up / spin down) (eV) = 8.04 / 5.68

***

- Which formula does entry 3 have?
  C15H12Cl4F6NO2PdSb